(1)
Molecular formula: C4H11NO
Method: DFT, ωB97M-V/def2-TZVPD

Calculated values
2S+1: 2
LUMO (spin up / spin down) (eV): -3.62 / -8.32
Max |F| (eV/Å): 6.1
Total charge: +1
Kohn-Sham gap (spin up / spin down) (Eh): 0.3948 / 0.2220

Last column: Mulliken spin population.
Positions of all 17 atoms, in Å:
C -0.634953 -0.668337 2.253530  0.013
N 0.108138 -0.392881 0.974645  0.839
C 1.607034 -0.368943 1.166496  0.020
H -0.428678 -1.733403 2.425867  0.011
H -0.363469 -0.052116 3.139212  0.058
H -1.704515 -0.407554 2.145863  0.003
H -0.213285 0.510403 0.584463  -0.002
H 2.052956 -0.668454 0.204723  0.011
H 1.881704 -1.209482 1.832426  -0.001
H 1.953835 0.591403 1.576969  0.038
O -0.218143 1.646755 -1.036498  0.001
C -0.006188 0.670712 -1.885975  -0.001
C -0.917542 -0.537547 -1.915437  0.007
H 0.969758 0.607332 -2.482726  0.001
H -1.869206 -0.297437 -1.355467  0.000
H -0.394479 -1.448573 -1.450965  -0.001
H -1.186537 -0.891309 -2.862575  0.005

Atomic forces in eV per Å
C -0.70 -0.75 -1.36
N 1.33 2.93 4.48
C -0.72 -2.46 -0.82
H -0.44 0.30 0.51
H 0.88 -0.15 -0.76
H 0.47 -0.63 -0.37
H -0.28 -0.49 -1.32
H 0.09 0.81 0.18
H -0.29 0.64 -0.03
H -0.40 -0.07 -0.44
O 1.20 -4.55 -3.89
C -0.14 2.91 3.38
C -0.08 0.24 2.51
H -1.32 0.54 0.52
H 1.09 -0.34 -0.48
H -0.49 1.29 -0.38
H -0.21 -0.22 -1.73

(2)
Molecular formula: C4H8O2
Method: DFT, ωB97M-V/def2-TZVPD

Calculated values
LUMO (eV): 0.92
Max |F| (eV/Å): 1.9
Total charge: 0
Kohn-Sham gap (Eh): 0.3570

Last column: Mulliken charge in e.
Positions of all 14 atoms, in Å:
O 1.141714 0.961919 0.167269  -0.650
C 1.376097 -0.389510 -0.261363  -0.393
C 0.010755 -1.117307 -0.195121  -0.236
C -1.013610 -0.288604 0.578259  -0.941
C -1.545926 0.820438 -0.011535  0.029
O -0.911108 1.482059 -0.964002  -0.602
H 0.181801 1.368353 -0.671400  0.483
H 2.116513 -0.802654 0.426539  0.277
H 1.799599 -0.369790 -1.270818  0.270
H 0.124671 -2.105073 0.260077  0.319
H -0.372919 -1.265033 -1.212625  0.231
H -1.504581 -0.724372 1.438774  0.350
H 0.364584 0.773290 0.817047  0.520
H -2.497310 1.244672 0.330832  0.342

Atomic forces in eV per Å
O 0.16 -0.17 0.59
C 0.15 -0.12 0.12
C 0.11 -0.02 0.00
C -0.76 -0.38 -0.47
C 0.18 -0.29 0.50
O 0.81 0.04 0.14
H -1.79 0.23 -0.66
H -0.05 -0.19 -0.10
H -0.13 0.03 0.22
H -0.02 0.16 -0.05
H 0.10 0.03 0.17
H -0.11 0.00 -0.14
H 1.06 0.68 -0.24
H 0.29 0.01 -0.10

(3)
Molecular formula: C19H42As2F15N6O9STl
Method: DFT, ωB97M-V/def2-TZVPD

Calculated values
LUMO (eV): -5.69
Max |F| (eV/Å): 2.0
Total charge: 0
Kohn-Sham gap (Eh): 0.1406

Last column: Mulliken charge in e.
Positions of all 95 atoms, in Å:
Tl -0.276216 0.365858 -0.184915  2.380
As 3.560869 -1.730743 1.114410  2.037
F 3.431808 -1.050867 2.687685  -0.492
F 4.542689 -0.417204 0.560471  -0.521
F 3.665369 -2.395434 -0.510271  -0.492
F 2.531420 -3.046698 1.610654  -0.607
F 2.156081 -0.836884 0.591929  -0.419
F 4.941181 -2.649260 1.548547  -0.509
As -1.064562 -0.167192 -4.654406  2.209
F -1.146802 -0.793928 -6.257421  -0.517
F -0.789720 1.425848 -5.283240  -0.474
F -0.878582 0.415155 -3.017240  -0.508
F -1.359288 -1.747785 -4.029635  -0.489
F 0.681561 -0.425569 -4.673302  -0.583
F -2.731616 0.208040 -4.643666  -0.484
C -3.477657 4.271944 -1.024956  0.674
F -3.086558 4.371186 0.247034  -0.224
F -4.681771 4.849018 -1.096400  -0.238
F -2.638879 4.925442 -1.821116  -0.212
S -3.663165 2.498204 -1.541468  0.847
O -4.794836 2.022533 -0.782439  -0.878
O -3.848482 2.559588 -2.956083  -0.568
O -2.377307 1.912800 -1.143083  -0.355
C 1.081764 -4.016439 -1.091282  -0.886
C 1.108951 -2.839391 -2.013182  0.217
O 0.722863 -1.714924 -1.644468  0.557
N 1.575512 -2.999482 -3.248995  0.138
C 2.171576 -4.177031 -3.818236  -1.136
H 0.639563 -4.893791 -1.561204  0.552
H 0.508385 -3.784985 -0.196707  -0.590
H 2.094520 -4.226515 -0.743025  0.324
H 1.474757 -2.157112 -3.811883  0.174
H 3.173501 -4.357348 -3.423254  0.326
H 2.290937 -4.039819 -4.892344  0.388
H 1.542053 -5.061460 -3.725128  0.335
C -2.448694 -3.211823 2.092373  -1.992
C -0.965161 -2.995071 1.892091  0.818
O -0.551180 -2.129779 1.115549  -0.573
N -0.086221 -3.710847 2.634978  0.247
C -0.374077 -4.645794 3.690488  -1.080
H -2.963307 -2.698299 1.284802  0.279
H -2.802498 -2.794615 3.035894  0.377
H -2.710860 -4.269525 2.060242  0.567
H 0.875397 -3.473330 2.401793  0.205
H -1.442718 -4.812152 3.778798  0.401
H -0.042898 -4.222984 4.646017  0.303
H 0.127862 -5.607766 3.595304  0.341
C -0.236788 3.609293 -3.498346  -0.783
C 0.304904 3.801888 -2.109729  0.381
O 0.043792 3.006700 -1.202418  -0.328
N 1.109575 4.856759 -1.889992  -0.167
C 1.778424 5.178979 -0.650930  -0.984
H -1.239934 3.204124 -3.377634  0.011
H 0.393520 2.947982 -4.084942  0.196
H -0.383805 4.550361 -4.032555  0.528
H 1.455441 5.389568 -2.668985  0.293
H 1.872267 4.351326 0.047519  0.220
H 1.267594 5.999084 -0.141539  0.329
H 2.795615 5.520315 -0.847254  0.374
C 0.699258 -0.908387 4.643706  -1.065
C 0.354209 0.319425 3.843810  0.215
O 0.266003 0.255158 2.625095  -0.205
N 0.253843 1.495394 4.499277  -0.044
C 0.299274 1.670046 5.928292  -1.049
H 1.421973 -0.624819 5.409058  0.506
H 1.108211 -1.678110 4.002351  -0.063
H -0.190108 -1.317250 5.132747  0.394
H 0.100295 2.290111 3.900970  0.257
H 1.291313 1.485391 6.353762  0.304
H -0.351905 0.976899 6.465815  0.305
H 0.014586 2.683505 6.194358  0.363
C -3.326374 0.193557 3.698462  -1.200
C -3.508903 0.532902 2.239483  0.537
O -2.631084 0.272953 1.411183  -0.480
N -4.645356 1.144002 1.888037  0.062
C -5.586060 1.795001 2.781977  -1.132
H -2.372522 -0.277904 3.919098  -0.069
H -4.028561 -0.610235 3.960165  0.421
H -3.533168 1.042404 4.347218  0.470
H -4.699862 1.450887 0.914425  0.357
H -5.767223 1.203545 3.680986  0.384
H -6.527604 1.948462 2.269450  0.344
H -5.143243 2.720537 3.164785  0.330
C 3.167727 1.692820 -3.574108  -1.359
C 2.800520 0.722379 -2.480157  0.545
O 1.756435 0.944247 -1.849173  0.082
N 3.450842 -0.417603 -2.337700  0.422
C 4.702734 -0.822330 -2.940508  -1.179
H 2.662800 1.381212 -4.490749  0.238
H 4.238987 1.694624 -3.749323  0.598
H 2.754179 2.654719 -3.285063  0.142
H 3.053899 -1.068763 -1.667349  -0.430
H 5.475335 -0.788274 -2.171294  0.320
H 4.947892 -0.315785 -3.865646  0.490
H 4.635456 -1.880828 -3.206301  0.251

Atomic forces in eV per Å
Tl -0.16 -0.50 -0.92
As 0.47 0.25 0.01
F -0.03 0.10 0.16
F 0.07 0.06 0.12
F -0.20 -0.40 0.04
F -0.07 -0.15 -0.12
F -0.31 0.19 -0.03
F 0.09 -0.04 0.10
As -0.32 0.24 -0.71
F 0.07 -0.10 -0.13
F 0.39 0.07 0.02
F 0.08 0.20 0.60
F 0.24 -0.26 0.20
F 0.24 -0.28 0.16
F -0.31 -0.23 0.21
C -0.85 -0.60 0.01
F 0.46 0.05 0.09
F 0.04 0.23 -0.21
F 0.23 0.14 0.15
S -0.08 -0.44 -0.04
O -0.11 0.11 0.30
O 0.14 0.28 -0.16
O 0.81 -0.23 0.15
C -0.13 -0.23 0.45
C -0.44 -0.46 0.67
O 0.03 0.91 -0.28
N -0.25 0.95 -0.06
C 0.27 -0.34 -0.47
H 0.17 -0.03 -0.14
H -0.01 0.24 -0.20
H 0.03 -0.13 -0.24
H -0.03 -0.12 -0.15
H -0.12 -0.18 0.19
H -0.08 0.27 0.04
H 0.04 0.01 0.32
C 0.00 -0.12 -0.33
C -0.30 0.58 0.67
O 0.21 -0.13 -0.40
N -0.04 0.29 -0.94
C 0.00 0.20 0.67
H 0.01 0.04 0.01
H 0.16 -0.02 0.07
H 0.00 0.00 0.05
H -0.01 -0.16 0.20
H -0.04 -0.06 -0.11
H -0.04 -0.04 0.00
H 0.02 0.03 -0.37
C -0.49 0.61 0.29
C 0.06 -0.66 -0.52
O 0.36 0.05 1.08
N 0.57 0.06 0.10
C 0.22 0.34 0.61
H 0.18 -0.47 -0.19
H -0.13 -0.18 0.08
H 0.36 0.08 0.07
H -0.53 -0.07 -0.31
H -0.33 -0.26 -0.26
H -0.06 -0.08 0.06
H -0.04 -0.01 -0.20
C -0.22 0.19 0.40
C 0.61 -0.08 -0.34
O -0.24 0.14 -0.78
N -0.25 -0.14 -0.10
C 0.29 -0.23 0.70
H 0.01 -0.26 0.06
H 0.11 0.13 -0.20
H 0.00 0.12 0.08
H -0.05 0.07 0.05
H 0.10 0.17 -0.24
H -0.26 0.09 -0.23
H -0.07 0.02 -0.11
C -0.50 -0.86 0.28
C 0.53 0.45 0.10
O 0.28 -0.36 -0.39
N -0.17 0.07 -0.10
C 0.64 -0.32 0.72
H 0.34 0.51 -0.33
H -0.29 0.34 -0.01
H 0.14 -0.01 0.07
H 0.16 -0.17 -0.12
H -0.16 -0.25 -0.20
H 0.00 0.21 -0.04
H -0.37 0.27 -0.28
C -0.16 -0.03 0.30
C 0.06 -1.62 -0.70
O -1.46 1.16 0.84
N -0.10 0.31 -0.32
C 0.05 -0.93 0.37
H -0.09 -0.18 0.10
H 0.04 0.33 0.08
H 0.33 0.19 -0.10
H 0.11 0.21 0.04
H 0.26 0.36 -0.29
H 0.02 0.40 0.17
H -0.20 0.04 0.01

(4)
Molecular formula: C5H7ClN5
Method: DFT, ωB97M-V/def2-TZVPD

Calculated values
LUMO (spin up / spin down) (eV): -5.58 / -5.58
Max |F| (eV/Å): 4.1
Total charge: +1
Kohn-Sham gap (spin up / spin down) (Eh): 0.3430 / 0.3431

Last column: Mulliken charge in e.
Positions of all 18 atoms, in Å:
C 1.806334 2.722726 0.025788  0.287
C -0.272771 1.659606 0.227309  0.181
C -2.367242 0.466990 0.331957  0.357
C 1.130398 -0.702222 1.084809  0.302
C 0.979731 -1.159546 -0.308521  -0.874
N 2.939950 2.751797 0.131718  -0.287
N 0.780812 0.312540 1.668679  -0.272
N -1.878490 -0.605502 0.708840  -0.364
N -1.553860 1.571305 0.019533  -0.188
N 0.470191 2.670935 -0.142960  -0.157
Cl -4.047698 0.877962 0.031423  -0.138
H 1.657830 -1.399318 1.747646  0.442
H 1.949826 -1.394982 -0.738833  0.358
H 0.481556 -0.374905 -0.880091  0.243
H 0.370301 -2.061706 -0.325483  0.303
H -2.505009 -1.370818 0.926808  0.253
H -2.065763 2.354280 -0.402935  0.259
H 0.064626 3.489554 -0.613935  0.294

Atomic forces in eV per Å
C -0.37 -0.31 0.11
C 1.68 -2.95 2.24
C -0.83 -0.73 0.10
C 0.30 -0.94 -0.88
C -0.20 -0.01 -0.49
N 0.95 0.06 0.11
N -1.39 2.55 -0.71
N 0.14 -0.04 0.04
N -0.18 1.58 -0.59
N -0.84 1.27 -0.65
Cl 0.52 -0.20 0.18
H 0.06 0.16 0.39
H 0.11 -0.01 0.01
H 0.07 -0.10 -0.02
H 0.01 -0.05 0.02
H -0.30 0.19 -0.07
H 0.15 -0.24 0.10
H 0.11 -0.24 0.11

(5)
Molecular formula: C5H14N
Method: DFT, ωB97M-V/def2-TZVPD

Calculated values
LUMO (eV): -3.00
Max |F| (eV/Å): 1.0
Total charge: +1
Kohn-Sham gap (Eh): 0.3880

Last column: Mulliken charge in e.
Positions of all 20 atoms, in Å:
C 2.872479 -1.160290 0.171450  -0.532
C 1.746059 -1.197019 -0.542280  -0.532
H 2.904809 -1.538710 1.199540  0.268
H 3.797579 -0.750660 -0.249980  0.271
H 0.820960 -1.606650 -0.120850  0.268
H 1.713729 -0.818600 -1.570369  0.271
C 1.895129 3.588599 0.222820  -0.824
C 1.903929 2.789169 2.547639  -0.810
C -0.171970 2.721459 1.232340  -0.810
N 1.312540 2.620839 1.192120  0.062
H 2.991319 3.476979 0.172680  0.354
H 1.660519 4.618609 0.540080  0.380
H 1.478619 3.427649 -0.785760  0.354
H 1.669569 3.795908 2.932529  0.380
H 1.493899 2.040999 3.246719  0.351
H 3.000169 2.672889 2.511089  0.346
H -0.466720 3.726239 1.578959  0.381
H -0.600550 2.555429 0.229660  0.346
H -0.594140 1.972899 1.923749  0.351
H 1.553659 1.660549 0.860990  0.124

Atomic forces in eV per Å
C -0.12 0.24 0.06
C -0.01 0.25 0.13
H 0.06 0.09 -0.44
H -0.32 -0.25 0.19
H 0.37 0.10 -0.25
H -0.02 -0.24 0.38
C 0.40 0.64 -0.66
C 0.40 0.10 0.91
C -1.00 0.05 0.02
N 0.18 -0.71 -0.24
H -0.53 -0.09 0.16
H 0.02 -0.53 0.00
H 0.09 -0.07 0.56
H 0.02 -0.42 -0.32
H 0.08 0.28 -0.48
H -0.53 0.02 -0.18
H 0.31 -0.41 -0.14
H 0.39 0.05 0.40
H 0.39 0.29 -0.29
H -0.15 0.61 0.21

(6)
Molecular formula: C9H27AgO11
Method: DFT, ωB97M-V/def2-TZVPD

Calculated values
LUMO (eV): -0.66
Max |F| (eV/Å): 2.4
Total charge: 0
Kohn-Sham gap (Eh): 0.3227

Last column: Mulliken charge in e.
Positions of all 48 atoms, in Å:
Ag -4.629541 5.979293 28.772622  0.681
O -8.031359 3.707381 29.872207  -0.391
C -6.914241 4.456835 29.589829  1.009
O -6.155036 4.059159 28.671299  -0.886
O -6.780336 5.581143 30.133277  -0.760
H -7.780177 3.102400 29.142989  0.269
C -8.684186 1.128564 25.853773  -0.317
O -8.567750 -0.264673 26.018296  -0.502
H -8.234027 1.607232 24.977925  0.233
H -9.735948 1.423337 25.845456  0.267
H -8.179379 1.618884 26.692493  0.014
H -9.452182 -0.632428 25.991348  0.320
C -4.224245 7.879009 31.230716  -0.258
O -3.979718 7.892108 29.814939  -0.517
H -3.313656 7.629233 31.783986  0.327
H -4.477914 8.850982 31.658120  0.362
H -5.004064 7.167883 31.486328  0.100
H -3.697346 8.792745 29.634149  0.292
C -7.424676 1.875668 32.907155  0.187
C -8.488406 2.906387 33.320898  0.026
O -9.722511 2.197537 33.465523  -0.602
O -7.513864 0.825003 33.879981  -0.614
H -6.437800 2.338615 32.940256  0.031
H -7.693366 1.503715 31.918755  0.230
H -8.770154 3.630126 32.560054  -0.100
H -8.187100 3.379792 34.259420  0.196
H -9.509378 1.413488 33.986227  0.344
H -6.629964 0.512698 34.081015  0.308
C -2.671246 3.514389 30.742840  -0.687
C -3.912913 2.751038 31.184800  0.127
O -4.519177 2.025705 30.139967  -0.565
O -2.948941 4.426559 29.691700  -0.424
H -1.899090 2.780664 30.503171  0.356
H -2.281462 4.098899 31.580872  0.277
H -4.700907 3.383038 31.610447  -0.130
H -3.533948 2.085920 31.964352  0.391
H -4.803250 2.645791 29.451924  0.346
H -2.539701 4.156430 28.865863  0.288
C -8.092334 6.484010 33.004004  -0.247
C -8.015358 7.977502 32.695901  -0.427
O -7.662460 8.222145 31.335037  -0.529
O -6.846149 5.820783 32.882973  -0.449
H -8.915282 5.949748 32.528094  0.270
H -8.309374 6.506616 34.079267  0.361
H -7.235280 8.439868 33.316082  0.223
H -8.942488 8.497553 32.940170  0.404
H -6.975046 7.561881 31.195017  0.135
H -6.698132 5.623590 31.941129  0.029

Atomic forces in eV per Å
Ag -0.76 -0.54 0.18
O 2.07 0.02 -1.21
C -0.60 2.33 0.15
O 0.51 -0.70 -0.21
O 0.22 -0.40 0.64
H -1.37 -0.96 0.50
C -0.26 1.04 0.67
O 0.24 -0.20 -0.49
H 0.13 -0.85 -0.38
H 0.05 0.16 0.14
H -0.21 -0.01 0.11
H 0.06 -0.13 -0.05
C 0.52 -0.03 1.04
O -0.06 0.70 0.72
H 0.05 -0.44 -0.27
H -0.44 0.13 -0.58
H 0.05 -0.07 -0.17
H 0.03 -0.13 -0.57
C -0.62 0.87 0.32
C -0.61 -0.91 -0.22
O 0.07 -0.09 0.42
O 0.17 0.02 -0.10
H 0.06 -0.06 -0.28
H 0.31 -0.12 -0.07
H 0.84 0.22 -0.07
H -0.06 0.16 -0.04
H -0.16 -0.02 0.04
H -0.03 -0.06 -0.01
C -0.25 -0.15 0.77
C -0.19 0.41 -0.28
O 0.57 -0.53 -0.08
O 0.13 0.29 -0.60
H -0.02 0.13 -0.48
H -0.10 0.00 0.06
H 0.41 0.39 0.27
H -0.42 -0.33 -0.06
H -0.22 0.12 0.14
H 0.12 -0.29 0.16
C -0.06 0.73 1.52
C 0.48 -0.05 -0.55
O -0.14 -0.02 0.34
O 0.08 0.20 -0.24
H 0.11 0.15 -0.40
H -0.11 -0.45 0.01
H -0.05 -0.25 0.27
H -0.15 -0.18 -0.25
H -0.09 0.03 -0.66
H -0.29 -0.11 -0.10

| no. | molecular weight (g mol⁻¹) | E_tot (hartree) |
| --- | --- | --- |
| 1 | 89.1 | -288.6171 |
| 2 | 88.1 | -307.6230 |
| 3 | 1169.8 | -8295.2815 |
| 4 | 172.6 | -928.2968 |
| 5 | 88.2 | -253.3735 |
| 6 | 419.2 | -1333.6367 |